No. 1
Below is a 10-piece molecular cluster, C13H46N2O10 overall, with properties calculated with ωB97M-V/def2-TZVPD.

Results
Energy relative to the best compared isomer or geometry (same formula, charge and spin)   0.0 kJ/mol
SMILES   NC(N)=O.CC(C)O.CC(C)O.CC(C)O.CC(C)O.O.O.O.O.O
E_LUMO   0.34 eV
Total energy   -37683.0181 eV

Element x y z (Å)
1 N 3.988 0.585 -1.297
2 C 3.339 1.764 -0.885
3 N 2.523 2.344 -1.773
4 O 3.674 2.235 0.224
5 H 3.371 0.016 -1.861
6 H 4.484 0.073 -0.566
7 H 1.821 2.963 -1.435
8 H 2.238 1.802 -2.553
9 C -3.989 -0.205 -2.379
10 C -2.968 -0.551 -3.423
11 C -3.489 -1.353 -4.572
12 O -2.281 0.722 -3.957
13 H -3.536 0.334 -1.529
14 H -4.324 -1.155 -1.931
15 H -4.916 0.310 -2.734
16 H -2.001 -1.003 -3.101
17 H -4.085 -0.838 -5.249
18 H -4.071 -2.182 -4.139
19 H -2.639 -1.779 -5.141
20 H -2.867 1.314 -4.478
21 C 1.447 4.344 1.969
22 C 0.813 3.023 2.477
23 C -0.560 3.220 3.116
24 O 0.599 2.147 1.329
25 H 0.646 5.103 1.781
26 H 1.995 4.168 1.067
27 H 2.242 4.706 2.645
28 H 1.572 2.541 3.182
29 H -1.290 3.324 2.300
30 H -0.549 4.089 3.790
31 H -0.890 2.341 3.670
32 H 1.436 2.050 0.904
33 C 0.512 -1.260 3.019
34 C 1.995 -1.225 2.828
35 C 2.668 -0.515 4.088
36 O 2.575 -2.577 2.758
37 H 0.190 -1.591 4.031
38 H -0.080 -1.831 2.330
39 H 0.161 -0.236 3.169
40 H 2.277 -0.751 1.929
41 H 3.727 -0.702 4.140
42 H 2.183 -1.049 4.954
43 H 2.350 0.497 4.076
44 H 2.628 -2.903 3.690
45 C 0.230 -3.882 -1.416
46 C 0.649 -2.529 -0.850
47 C 1.981 -1.979 -1.366
48 O -0.440 -1.612 -1.176
49 H -0.328 -3.700 -2.365
50 H -0.506 -4.414 -0.761
51 H 1.097 -4.598 -1.527
52 H 0.676 -2.580 0.205
53 H 1.958 -1.652 -2.376
54 H 2.868 -2.679 -1.286
55 H 2.302 -1.110 -0.845
56 H -0.100 -0.833 -1.556
57 O -0.758 1.145 -1.587
58 H -1.449 1.241 -2.232
59 H -1.262 0.786 -0.842
60 O -2.592 -2.353 0.887
61 H -3.433 -1.888 0.852
62 H -1.895 -1.916 0.336
63 O -1.831 0.894 1.046
64 H -1.969 0.411 1.854
65 H -1.047 1.493 1.093
66 O -3.079 -0.378 3.282
67 H -2.561 -1.145 3.032
68 H -3.835 -0.271 2.762
69 O 1.155 0.341 -3.721
70 H 0.912 0.318 -4.658
71 H 0.341 0.584 -3.247

=====

No. 2
Below is an isolated molecule of CH2N3P, with properties calculated with ωB97M-V/def2-TZVPD.

Results
Energy relative to the best compared isomer or geometry (same formula, charge and spin)   464.2 kJ/mol
E_LUMO (alpha / beta)   -3.30 / -2.50 eV
Total energy   -14821.8200 eV

Element x y z (Å)
1 C 0.849 0.820 -0.034
2 N 0.689 -0.498 0.089
3 N 0.068 1.797 0.015
4 N -2.076 0.000 0.009
5 P -0.899 -0.935 -0.068
6 H 1.887 0.957 -0.245
7 H -0.519 -2.141 0.235

=====

No. 3
Below is a 2-piece molecular cluster, C3H11NO2S2 overall, with properties calculated with ωB97M-V/def2-TZVPD.

Results
Energy relative to the best compared isomer or geometry (same formula, charge and spin)   60.4 kJ/mol
SMILES   N[C@@H](CO)CSS.O
E_LUMO   0.43 eV
Total energy   -30544.3677 eV

Element x y z (Å)
1 N 1.513 1.470 -0.220
2 C 1.181 0.174 0.336
3 C 2.456 -0.634 0.698
4 O 2.777 -1.651 -0.280
5 C 0.305 0.340 1.567
6 S -1.265 1.225 1.343
7 S -2.582 0.009 0.435
8 H 1.010 2.299 0.043
9 H 2.391 1.622 -0.665
10 H 0.722 -0.443 -0.444
11 H 3.320 0.018 0.792
12 H 2.352 -1.206 1.608
13 H 3.017 -1.217 -1.104
14 H 0.809 1.056 2.244
15 H 0.153 -0.602 2.111
16 H -3.021 -0.772 1.438
17 O -0.445 -1.510 -4.465
18 H -1.120 -1.699 -3.808
19 H 0.151 -0.873 -4.042